ORCA calculation (wB97M-V/def2-TZVPD) on 4 unconnected molecules or ions with the total composition C13H26BClNO3S2.

The total charge is -1. As for the strongest force on any atom: 1.7 eV/A. The LUMO energy is 0.09392 Eh. The value obtained for the gap between HOMO and LUMO is 7.33 eV.

Last columns: bonded neighbours and bond lengths (Å).
CARTESIAN COORDINATES (ANGSTROEM)
1 C -0.849 -2.751 0.685  C2 1.548, H10 1.081, H11 1.081, H12 1.085
2 C -1.204 -2.189 -0.713  C1 1.548, S3 1.818, H13 1.083, H14 1.088
3 S -1.274 -0.372 -0.721  C2 1.818, C4 1.802
4 C 0.388 0.132 -0.242  S3 1.802, B5 1.635, H15 1.087, H16 1.089
5 B 0.353 1.448 0.728  C4 1.635, Cl6 1.911, N7 1.616, H17 1.206
6 Cl 0.232 0.838 2.535  B5 1.911
7 N 1.733 2.272 0.557  B5 1.616, C8 1.181
8 C 2.745 1.715 0.802  N7 1.181, S9 1.609
9 S 4.191 1.013 0.750  C8 1.609
10 H -1.648 -3.375 1.060  C1 1.081
11 H -0.669 -1.935 1.372  C1 1.081
12 H 0.071 -3.322 0.614  C1 1.085
13 H -2.135 -2.610 -1.072  C2 1.083
14 H -0.429 -2.528 -1.396  C2 1.088
15 H 0.813 -0.671 0.354  C4 1.087
16 H 1.053 0.260 -1.095  C4 1.089
17 H -0.572 2.182 0.481  B5 1.206
18 C -4.201 0.698 1.723  C19 1.510, H22 1.088, H23 1.092, H24 1.092
19 C -4.340 -0.694 2.291  C18 1.510, O20 1.204, C21 1.516
20 O -3.461 -1.512 2.202  C19 1.204
21 C -5.647 -1.018 2.988  C19 1.516, H25 1.091, H26 1.091, H27 1.088
22 H -3.226 0.802 1.251  C18 1.088
23 H -4.978 0.874 0.976  C18 1.092
24 H -4.290 1.433 2.525  C18 1.092
25 H -6.479 -0.908 2.291  C21 1.091
26 H -5.796 -0.345 3.834  C21 1.091
27 H -5.619 -2.044 3.350  C21 1.088
28 C -2.784 -4.203 -5.078  C29 1.513, H32 1.088, H33 1.091, H34 1.091
29 C -2.788 -3.194 -3.951  C28 1.513, O30 1.207, C31 1.503
30 O -3.111 -3.503 -2.830  C29 1.207
31 C -2.368 -1.789 -4.280  C29 1.503, H35 1.092, H36 1.091, H37 1.088
32 H -3.105 -5.171 -4.700  C28 1.088
33 H -3.468 -3.883 -5.866  C28 1.091
34 H -1.779 -4.297 -5.491  C28 1.091
35 H -3.037 -1.364 -5.032  C31 1.092
36 H -1.344 -1.782 -4.656  C31 1.091
37 H -2.417 -1.188 -3.375  C31 1.088
38 C 6.383 4.503 0.689  C39 1.505, H42 1.088, H43 1.092, H44 1.091
39 C 7.679 4.508 1.454  C38 1.505, O40 1.211, C41 1.510
40 O 8.713 4.906 0.966  C39 1.211
41 C 7.627 3.986 2.870  C39 1.510, H45 1.091, H46 1.091, H47 1.088
42 H 6.550 4.898 -0.311  C38 1.088
43 H 6.002 3.483 0.611  C38 1.092
44 H 5.644 5.124 1.199  C38 1.091
45 H 7.288 2.949 2.871  C41 1.091
46 H 6.937 4.586 3.464  C41 1.091
47 H 8.619 4.039 3.313  C41 1.088

Löwdin population analysis, charges in e, atoms 1 to 4: number 1, C, carries -0.16; number 2, C, carries -0.53; number 3, S, carries 0.81; number 4, C, carries -0.53